Entry 1:
The following is a DFT calculation (wB97M-V/def2-TZVPD) of 2 unconnected molecules or ions with the total composition C5H16NSi in a non-equilibrium geometry.

Last columns: bonded neighbours and bond lengths (Å).
Element x y z (Å)
1 C 3.814 -0.213 0.196  C4 1.546, H8 1.060, H9 1.175, H10 0.995
2 C -1.353 -0.753 -1.087  N6 1.466, H11 0.999, H12 1.175, H13 0.989
3 C -2.048 1.358 -0.110  N6 1.467, H14 1.023, H15 1.044, H16 1.165
4 C 2.320 -0.587 0.057  C1 1.546, Si7 1.862, H17 1.196, H18 1.120
5 C -2.527 -0.728 1.016  N6 1.518, H19 1.079, H20 1.091, H23 1.050
6 N -1.523 0.013 0.151  C2 1.466, C3 1.467, C5 1.518
7 Si 1.268 0.950 0.028  C4 1.862, H21 1.568, H22 1.447
8 H 3.974 -0.043 1.230  C1 1.060
9 H 4.472 -1.067 -0.270  C1 1.175
10 H 3.976 0.664 -0.245  C1 0.995
11 H -0.713 -1.516 -1.018  C2 0.999
12 H -2.406 -1.151 -1.425  C2 1.175
13 H -1.090 -0.154 -1.828  C2 0.989
14 H -1.882 1.857 0.768  C3 1.023
15 H -1.504 1.957 -0.770  C3 1.044
16 H -3.135 1.501 -0.502  C3 1.165
17 H 1.884 -1.399 0.819  C4 1.196
18 H 2.091 -1.252 -0.814  C4 1.120
19 H -2.328 -0.940 2.054  C5 1.079
20 H -2.470 -1.747 0.632  C5 1.091
21 H 1.220 1.693 1.408  Si7 1.568
22 H 1.431 1.888 -1.062  Si7 1.447
23 H -3.469 -0.331 0.772  C5 1.050

Results
Energy relative to the best compared isomer or geometry (same formula, charge and spin), kJ/mol: 378.5
Total charge: +1
HOMO-LUMO gap, eV: 7.96
E, eV: -14801.4951

=====

Entry 2:
The following is a DFT calculation (wB97M-V/def2-TZVPD) of 2 unconnected molecules or ions with the total composition C5H16NSi in a non-equilibrium geometry.

Last columns: bonded neighbours and bond lengths (Å).
Element x y z (Å)
1 C 0.768 2.375 -1.162  N6 1.477, H8 1.272, H9 1.121, H10 1.041
2 C 1.004 -2.798 -0.207  Si7 1.932, H11 1.079, H12 1.111, H22 1.112
3 C -2.307 -2.932 -0.583  Si7 1.800, H14 1.048, H15 1.156, H16 1.095
4 C -0.838 -0.370 0.760  Si7 1.929, H17 1.085, H18 1.045, H19 1.118
5 C 1.228 2.825 1.254  N6 1.439, H13 1.065, H20 1.117, H21 1.073
6 N 0.365 2.256 0.254  C1 1.477, C5 1.439, H23 1.118
7 Si -0.801 -2.150 0.018  C2 1.932, C3 1.800, C4 1.929
8 H 1.233 3.499 -1.532  C1 1.272
9 H 1.660 1.716 -1.331  C1 1.121
10 H -0.035 2.158 -1.789  C1 1.041
11 H 1.234 -3.700 0.339  C2 1.079
12 H 1.159 -3.067 -1.274  C2 1.111
13 H 2.210 2.482 1.022  C5 1.065
14 H -2.274 -3.916 -0.945  C3 1.048
15 H -3.128 -2.940 0.230  C3 1.156
16 H -2.875 -2.545 -1.435  C3 1.095
17 H -0.049 0.243 0.337  C4 1.085
18 H -1.796 0.047 0.749  C4 1.045
19 H -0.418 -0.522 1.784  C4 1.118
20 H 1.134 3.933 1.355  C5 1.117
21 H 1.065 2.299 2.175  C5 1.073
22 H 1.648 -1.956 0.131  C2 1.112
23 H -0.603 2.809 0.339  N6 1.118

Results
Energy relative to the best compared isomer or geometry (same formula, charge and spin), kJ/mol: 143.4
Total charge: +1
HOMO-LUMO gap (spin up / spin down), eV: 5.22 / 5.40
E, eV: -14800.1853
Spin multiplicity: 3

=====

Entry 3:
The following is a DFT calculation (wB97M-V/def2-TZVPD) of 3 unconnected molecules or ions with the total composition C5H16O2 in a non-equilibrium geometry.

Last columns: bonded neighbours and bond lengths (Å).
Element x y z (Å)
1 C -3.363 1.384 -0.035  C2 1.534, H6 1.094, H7 1.092, H8 1.069
2 C -1.930 1.177 0.474  C1 1.534, C3 1.493, H9 1.109, H10 1.093
3 C -1.430 -0.229 0.512  C2 1.493, C4 1.535, C5 1.506, H11 1.096
4 C 0.105 -0.182 0.503  C3 1.535, H12 1.092, H13 1.086, H14 1.088
5 C -1.826 -1.087 1.685  C3 1.506, H15 1.098, H16 1.092, H17 1.084
6 H -3.975 0.570 0.365  C1 1.094
7 H -3.425 1.346 -1.124  C1 1.092
8 H -3.800 2.260 0.395  C1 1.069
9 H -1.939 1.563 1.514  C2 1.109
10 H -1.219 1.928 0.119  C2 1.093
11 H -1.481 -0.725 -0.464  C3 1.096
12 H 0.438 -1.221 0.545  C4 1.092
13 H 0.593 0.146 -0.411  C4 1.086
14 H 0.452 0.372 1.372  C4 1.088
15 H -2.896 -1.322 1.764  C5 1.098
16 H -1.435 -2.085 1.480  C5 1.092
17 H -1.460 -0.581 2.571  C5 1.084
18 H 6.314 0.322 -3.130  O20 0.968
19 H 5.410 1.547 -3.032  O20 0.963
20 O 6.308 1.249 -2.852  H18 0.968, H19 0.963
21 H 3.584 -2.909 -0.504  O23 0.966
22 H 3.096 -1.488 -0.961  O23 0.972
23 O 3.881 -2.034 -0.785  H21 0.966, H22 0.972

Results
Energy relative to the best compared isomer or geometry (same formula, charge and spin), kJ/mol: 53.1
Total charge: -1
HOMO-LUMO gap (spin up / spin down), eV: 2.41 / 10.32
E, eV: -9537.9215
Spin multiplicity: 2

=====

Entry 4:
The following is a DFT calculation (wB97M-V/def2-TZVPD) of 3 unconnected molecules or ions with the total composition C5H16O2 in a non-equilibrium geometry.

Last columns: bonded neighbours and bond lengths (Å).
Element x y z (Å)
1 C 0.426 -0.521 2.585  C2 1.540, H6 1.066, H7 1.078, H8 1.137
2 C 1.154 0.553 1.756  C1 1.540, C3 1.542, H9 1.147, H10 1.194
3 C 0.257 1.369 0.805  C2 1.542, C4 1.648, H11 1.040, H12 1.203
4 C -0.271 0.731 -0.620  C3 1.648, C5 1.560, H13 1.127, H14 1.164
5 C -0.687 1.823 -1.654  C4 1.560, H15 1.164, H16 1.127, H17 1.085
6 H -0.369 -1.052 2.114  C1 1.066
7 H 1.173 -1.257 2.837  C1 1.078
8 H 0.113 -0.081 3.586  C1 1.137
9 H 1.576 1.296 2.522  C2 1.147
10 H 2.073 0.055 1.177  C2 1.194
11 H -0.564 1.870 1.199  C3 1.040
12 H 0.970 2.288 0.500  C3 1.203
13 H 0.567 0.085 -1.008  C4 1.127
14 H -1.193 0.082 -0.328  C4 1.164
15 H -0.071 1.749 -2.639  C5 1.164
16 H -1.632 1.501 -2.178  C5 1.127
17 H -0.628 2.837 -1.272  C5 1.085
18 O 1.651 -1.590 -3.462  H19 0.891, H20 0.916
19 H 2.008 -1.378 -2.673  O18 0.891
20 H 1.523 -2.490 -3.345  O18 0.916
21 O -2.765 -2.936 0.322  H22 0.973, H23 0.955
22 H -3.298 -2.183 0.013  O21 0.973
23 H -2.014 -2.750 -0.238  O21 0.955

Results
SMILES: CCCCC.O.O
Energy relative to the best compared isomer or geometry (same formula, charge and spin), kJ/mol: 196.2
HOMO-LUMO gap, eV: 11.24
E, eV: -9537.7959

=====

Entry 5:
The following is a DFT calculation (wB97M-V/def2-TZVPD) of 2 unconnected molecules or ions with the total composition C5H16O2Si2 in a non-equilibrium geometry.

Last columns: bonded neighbours and bond lengths (Å).
Element x y z (Å)
1 C -1.527 -1.146 1.561  Si8 1.884, H10 1.163, H11 1.078, H12 1.014
2 C -3.377 0.673 -0.053  Si8 1.880, H13 1.064, H14 1.069, H15 1.080
3 C -1.343 -0.877 -1.569  Si8 1.921, H16 1.095, H17 1.116, H18 1.006
4 C 3.208 -0.640 0.918  Si9 1.877, H19 1.059, H20 1.025, H21 1.070
5 C -0.337 1.283 0.390  Si8 1.806, H22 1.050, H23 1.029
6 O 2.930 -0.300 -2.063  Si9 1.589, H24 0.965
7 O 2.996 1.888 -0.612  Si9 1.635, H25 0.943
8 Si -1.614 0.038 0.098  C1 1.884, C2 1.880, C3 1.921, C5 1.806
9 Si 2.650 0.290 -0.615  C4 1.877, O6 1.589, O7 1.635
10 H -1.425 -0.535 2.546  C1 1.163
11 H -2.355 -1.824 1.690  C1 1.078
12 H -0.607 -1.548 1.419  C1 1.014
13 H -3.958 -0.137 -0.425  C2 1.064
14 H -3.861 0.917 0.868  C2 1.069
15 H -3.512 1.505 -0.728  C2 1.080
16 H -1.462 -0.185 -2.410  C3 1.095
17 H -0.370 -1.397 -1.734  C3 1.116
18 H -1.996 -1.640 -1.601  C3 1.006
19 H 3.085 -1.691 0.954  C4 1.059
20 H 4.192 -0.364 0.997  C4 1.025
21 H 2.801 -0.289 1.842  C4 1.070
22 H 0.334 1.232 1.196  C5 1.050
23 H -0.455 2.213 -0.033  C5 1.029
24 H 3.184 0.209 -2.842  O6 0.965
25 H 2.819 2.324 0.205  O7 0.943

Results
Energy relative to the best compared isomer or geometry (same formula, charge and spin), kJ/mol: 159.4
HOMO-LUMO gap (spin up / spin down), eV: 7.70 / 6.41
E, eV: -25294.3457

=====

Entry 6:
The following is a DFT calculation (wB97M-V/def2-TZVPD) of 2 unconnected molecules or ions with the total composition C5H17N2O in a non-equilibrium geometry.

Last columns: bonded neighbours and bond lengths (Å).
Element x y z (Å)
1 C -0.914 -1.079 1.310  C2 1.514, N7 1.515, H8 1.206, H9 1.179
2 C -1.611 -0.927 -0.026  C1 1.514, C3 1.557, H10 1.110, H11 1.078
3 C -0.729 -0.994 -1.307  C2 1.557, C4 1.562, H12 1.134, H13 1.092
4 C -0.345 0.356 -1.992  C3 1.562, C5 1.526, H14 1.124, H15 1.105
5 C 0.667 1.148 -1.169  C4 1.526, N6 1.505, H16 1.150, H17 1.151
6 N 1.956 0.448 -0.830  C5 1.505, H18 0.964, H19 1.027, H20 0.976
7 N -0.846 0.195 2.128  C1 1.515, H21 0.964, H22 1.071
8 H -1.469 -2.005 1.846  C1 1.206
9 H 0.216 -1.303 1.064  C1 1.179
10 H -2.326 -1.742 -0.264  C2 1.110
11 H -2.181 -0.032 0.164  C2 1.078
12 H -1.405 -1.520 -2.049  C3 1.134
13 H 0.044 -1.735 -1.089  C3 1.092
14 H 0.203 0.387 -2.973  C4 1.124
15 H -1.266 0.956 -2.114  C4 1.105
16 H 0.818 2.177 -1.661  C5 1.150
17 H 0.152 1.500 -0.203  C5 1.151
18 H 2.002 0.142 0.082  N6 0.964
19 H 2.058 -0.268 -1.559  N6 1.027
20 H 2.728 1.027 -0.977  N6 0.976
21 H -0.768 -0.115 3.038  N7 0.964
22 H -1.752 0.765 2.167  N7 1.071
23 H 0.833 1.090 1.925  O25 1.055
24 H 2.102 0.740 2.717  O25 0.980
25 O 1.833 0.790 1.776  H23 1.055, H24 0.980

Results
Energy relative to the best compared isomer or geometry (same formula, charge and spin), kJ/mol: 192.0
Total charge: +1
HOMO-LUMO gap, eV: 10.59
E, eV: -10480.9443